A) A cluster of 2 separate species, F3HN2O2S in total. Source: the OMol25 dataset; level of theory: ωB97M-V with the def2-TZVPD basis set.

Output
Kohn-Sham gap (alpha / beta): 9.77 / 4.73 eV

The geometry in ORCA input format:
```
! wB97M-V def2-TZVPD RIJCOSX def2/J DEFGRID3
* xyz 0 1
N 1.7134 0.2052 0.1859
N -1.9326 0.6617 -0.1247
O -0.8601 0.1398 -0.0298
O 1.8977 -1.8000 -1.2014
F 1.9234 0.9525 1.3671
F -2.7476 0.4678 1.0396
F -2.7586 -0.0737 -1.1770
S 1.7683 -1.4292 0.1691
H 0.9961 0.8758 -0.2288
*
```

***

B) An isolated molecule of F3HN2O2S. Source: the OMol25 dataset; level of theory: ωB97M-V with the def2-TZVPD basis set.

Output
Kohn-Sham gap (alpha / beta): 10.10 / 10.10 eV

The geometry in ORCA input format:
```
! wB97M-V def2-TZVPD RIJCOSX def2/J DEFGRID3
* xyz 0 1
O -0.5249 1.0635 -1.5025
S 0.0100 0.6121 -0.2437
O 0.6910 1.3968 0.7266
N -1.2555 -0.1993 0.6960
F -2.3842 -0.4165 -0.0822
N 1.1255 -1.1428 -0.6161
F 1.5268 -1.4127 0.6559
F 2.1253 -0.3533 -1.1727
H -1.3141 0.4522 1.5388
*
```

***

Energies, relative to the best one, in hartree: A) 0.0687; B) 0.0000.

***

A) A cluster of 2 separate species, C3H5BrS in total. Source: the OMol25 dataset; level of theory: ωB97M-V with the def2-TZVPD basis set.

Output
Kohn-Sham gap (alpha / beta): 8.04 / 8.33 eV

The geometry in ORCA input format:
```
! wB97M-V def2-TZVPD RIJCOSX def2/J DEFGRID3
* xyz 0 1
C 0.4769 -0.0395 -0.4653
C -0.8887 0.3994 -0.9518
C 0.6702 -0.5694 0.9101
S -0.4902 -1.0737 -1.7038
Br -1.3861 2.0436 -1.7058
H 1.3830 0.5219 -0.7970
H -2.0240 0.2826 0.7036
H 0.5305 0.4008 1.5201
H 1.7244 -0.7696 1.1487
H 0.0040 -1.1960 1.3413
*
```

***

B) An isolated molecule of C3H5BrS. Source: the OMol25 dataset; level of theory: ωB97M-V with the def2-TZVPD basis set.

Output
Kohn-Sham gap: 8.61 eV

The geometry in ORCA input format:
```
! wB97M-V def2-TZVPD RIJCOSX def2/J DEFGRID3
* xyz 0 1
C -0.0594 0.7625 -0.9580
C 0.3184 -0.4423 -0.1831
Br 1.0274 -1.8491 -1.0840
C -0.3386 -0.5082 1.1478
S 1.2162 0.2277 1.7097
H 0.6856 0.9314 -1.6976
H -0.1216 1.5268 -0.2630
H -0.9623 0.6688 -1.4974
H -1.2019 0.1063 1.1937
H -0.5638 -1.4241 1.6319
*
```

***

C) An isolated molecule of C3H5BrS. Source: the OMol25 dataset; level of theory: ωB97M-V with the def2-TZVPD basis set.

Output
Kohn-Sham gap: 9.54 eV

The geometry in ORCA input format:
```
! wB97M-V def2-TZVPD RIJCOSX def2/J DEFGRID3
* xyz 0 1
C -0.1457 0.5388 -0.4801
C 0.6628 -0.6618 0.0155
S 2.3303 -0.2081 0.6987
C 0.7190 -1.2244 1.3896
Br 0.8748 -3.1078 1.6391
H -0.2642 1.3000 0.2399
H -1.1960 0.3004 -0.6800
H 0.3871 0.9648 -1.3141
H 0.4661 -1.4045 -0.6683
H 0.3537 -0.8720 2.2616
*
```

***

Energies, relative to the best one, in hartree: A) 0.1182; B) 0.0051; C) 0.0000.

***

A) A cluster of 14 separate species, C4H35NO16 in total. Source: the OMol25 dataset; level of theory: ωB97M-V with the def2-TZVPD basis set.

Output
Kohn-Sham gap: 9.92 eV

The geometry in ORCA input format:
```
! wB97M-V def2-TZVPD RIJCOSX def2/J DEFGRID3
* xyz 0 1
C -0.3845 -1.2639 -1.3399
C 0.1084 0.1844 -0.9831
C -0.8527 1.1706 -1.7733
O -1.0644 2.2792 -0.9023
N 0.7121 -2.0625 -1.8716
C 1.6978 -2.6018 -1.0552
O 1.2848 -2.9915 0.1778
O 2.8384 -2.7241 -1.3949
H -1.1755 -1.2310 -2.1185
H -0.8601 -1.7796 -0.5069
H -0.0737 0.4993 0.0430
H 1.1299 0.1675 -1.3553
H -0.4386 1.3905 -2.7395
H -1.7978 0.6618 -1.9569
H -1.5422 2.9588 -1.3960
H 1.1293 -1.6070 -2.6713
H 0.3629 -2.8060 0.4030
H -1.3916 -2.3558 1.6613
H -2.0908 -3.8385 1.6630
O -1.3541 -3.2896 1.3958
H 4.5505 -1.6005 0.4251
H 4.8784 -1.4898 -1.0115
O 5.1940 -1.1683 -0.1549
H 3.3888 -1.2817 4.4635
H 4.1872 -0.2925 3.4826
O 3.3472 -0.5171 3.8868
H -4.4103 2.0639 2.9417
H -3.9555 1.1492 1.9135
O -4.4115 1.1139 2.7694
H -4.7994 1.9539 -1.8673
H -4.8987 0.5512 -2.3457
O -4.8161 1.0513 -1.5230
H -2.3117 3.7199 0.7387
H -3.3420 4.7692 0.4483
O -2.9184 4.0047 0.0423
H 1.5625 2.2895 -4.4142
H 0.8988 1.0508 -3.9124
O 1.1234 1.4845 -4.7383
H -0.9600 1.9886 1.0331
H -0.4417 1.6535 2.4307
O -1.2598 1.8172 1.9340
H -1.7868 -0.0795 2.1293
H -2.8437 -0.8513 2.9137
O -2.2623 -0.9212 2.1468
H 1.7664 0.0879 2.7522
H 1.5727 1.2737 3.7482
O 1.3392 0.9379 2.8810
H -3.5891 -2.4689 0.7085
H -4.5990 -2.3908 -0.4030
O -4.2718 -2.9964 0.2719
H 4.7613 0.4956 0.3067
H 4.7928 1.8345 1.0794
O 4.5042 1.4439 0.2494
H 1.6732 2.5463 -1.6610
H 3.0563 2.8689 -1.8651
O 2.3223 2.5045 -2.3833
*
```

***

B) A cluster of 14 separate species, C4H35NO16 in total. Source: the OMol25 dataset; level of theory: ωB97M-V with the def2-TZVPD basis set.

Output
Kohn-Sham gap: 10.41 eV

The geometry in ORCA input format:
```
! wB97M-V def2-TZVPD RIJCOSX def2/J DEFGRID3
* xyz 0 1
O 2.0670 0.4404 1.7045
C 0.9593 0.7001 1.2709
N 0.1557 1.5789 1.9809
C -1.3056 1.4851 1.9340
O -1.7566 0.4212 2.7521
C 0.5153 0.1519 -0.0626
C 1.6749 -0.3732 -0.8647
O 1.2818 -1.5122 -1.6157
H 0.5420 1.8934 2.9703
H -1.7510 1.2788 0.9343
H -1.7319 2.4146 2.3136
H -1.0887 -0.0170 3.3434
H -0.0655 0.9165 -0.6132
H -0.2893 -0.6371 0.0899
H 2.5896 -0.7430 -0.2704
H 2.0224 0.2917 -1.6700
H 0.9361 -2.2329 -1.0498
H 0.1332 -1.0470 -2.7401
H -0.8017 -1.3833 -4.0260
O -0.5653 -0.6662 -3.3860
H 3.4917 -1.4983 -3.9849
H 2.2312 -1.4727 -3.1097
O 2.5923 -1.2368 -3.9479
H -2.7250 -2.3881 0.8253
H -2.2850 -1.8849 -0.5217
O -2.2860 -2.6754 -0.0186
H -0.0214 -1.3258 4.9158
H 0.6912 -1.3268 3.5600
O 0.1748 -0.7481 4.1685
H 1.0846 -2.4394 1.6209
H 2.1287 -1.3964 2.0707
O 1.5630 -2.1447 2.3735
H 1.2798 0.5442 4.3899
H 2.3964 1.1788 3.5996
O 1.7405 1.4435 4.2159
H -2.4868 0.5931 -1.1628
H -1.7181 -0.3452 -2.1060
O -2.1439 -0.2831 -1.2406
H 1.8767 0.3634 -4.3418
H 0.4483 0.5764 -4.0480
O 1.2577 1.0580 -4.3234
H -2.8578 -0.8459 2.3409
H -4.2616 -0.9825 1.6039
O -3.5168 -1.4405 1.9886
H 0.2960 -4.0333 0.2705
H -0.7594 -2.9592 0.1900
O 0.2252 -3.1209 0.2543
H 2.3135 3.3081 -2.5273
H 1.4618 2.0872 -3.0101
O 1.6968 2.6140 -2.2101
H 0.1038 3.1942 0.2669
H 0.4164 3.1562 -1.2444
O -0.2690 3.4628 -0.5982
H -3.2032 2.8924 -1.5054
H -1.7996 2.7910 -0.8623
O -2.6589 2.3244 -0.8875
*
```

***

Energies, relative to the best one, in hartree: A) 0.0770; B) 0.0000.